# C4H11NO

2 unconnected molecules or ions with the total composition C4H11NO in a non-equilibrium geometry (ωB97M-V with the def2-TZVPD basis set, the OMol25 dataset).

Structure (XYZ):
```
17
Properties=species:S:1:pos:R:3:forces:R:3
C 0.95938 -2.21928 -0.91756 1.3 -2.8 3.0
C 1.39008 -1.07044 -1.78961 -4.6 -2.0 -3.6
C 0.54377 0.10602 -1.53657 1.3 2.8 -0.4
C -0.06231 0.35085 -0.38342 0.6 2.3 -1.4
N 0.78318 1.28764 -2.36584 0.8 1.6 2.9
H 1.18772 -1.87303 0.14279 0.1 -0.5 -1.1
H -0.02997 -2.72772 -0.69329 0.5 1.3 -1.5
H 1.67162 -3.10749 -1.03798 -0.8 1.1 0.0
H 2.34621 -0.89569 -1.51525 3.2 1.0 0.6
H 1.35819 -1.27851 -2.94330 0.2 0.0 2.0
H -0.03928 -0.39655 0.32341 -0.5 -1.0 1.8
H -0.13888 1.44730 -0.18764 -0.9 -1.2 0.3
H 1.38346 2.01505 -1.81885 -1.6 -1.8 -1.4
H 1.15927 1.23277 -3.27368 0.5 -0.8 -1.0
H -3.29448 1.77776 6.27478 0.0 1.4 0.2
H -3.24031 0.48963 5.75710 0.4 0.6 -1.4
O -3.10391 1.41251 5.41197 -0.4 -2.0 1.2
```
Positions in Å, forces in eV/Å.

The calculation puts the energy above the lowest of the compared OMol25 structures with the same formula, charge and spin at 65.9 kcal per mole. For the total energy, the calculation gives -288.9119 a.u. The gap between HOMO and LUMO comes out at 9.519 eV. Its multiplicity is 1. As for the SMILES: C=C(N)CC.O. The HOMO energy comes out at -0.3137 hartree.

Let us look at the Mulliken charges, expressed in e, one per atom: C -1.246; C -0.096; C 0.328; C -0.754; N -0.653; H 0.269; H 0.356; H 0.282; H 0.221; H 0.254; H 0.305; H 0.278; H 0.234; H 0.224; H 0.311; H 0.320; O -0.630

---

# C2HN5S

A single C2HN5S molecule in a non-equilibrium geometry (ωB97M-V with the def2-TZVPD basis set, the OMol25 dataset).

Structure (XYZ):
```
9
Properties=species:S:1:pos:R:3:forces:R:3
C -0.67162 0.46072 0.95522 -0.4 -0.8 -0.9
C 1.26063 0.20703 -0.18616 1.4 1.5 -1.5
H 2.29959 0.48161 -0.12244 0.7 -0.8 -0.8
N 0.69605 0.57780 0.88513 -2.3 0.2 0.9
N 0.67427 -0.04008 -1.48578 -2.2 -1.8 3.4
N -0.48330 -0.63966 -1.34521 0.9 1.1 -0.6
N -0.87122 -1.34578 -0.21177 1.0 -1.2 1.2
N -0.94969 -1.02690 0.99765 0.4 0.8 -2.6
S -1.95471 1.32527 0.51337 0.6 0.9 0.9
```
Positions in Å, forces in eV/Å.

The calculation puts the energy above the lowest of the compared OMol25 structures with the same formula, charge and spin at 54.6 kcal per mole. For the total energy, the calculation gives -748.5788 a.u. The gap between HOMO and LUMO comes out at 7.987 eV. Its multiplicity is 1. As for the SMILES: S=c1ncnnnn1. The HOMO energy comes out at -0.3543 hartree.

Let us look at the Mulliken charges, expressed in e, one per atom: C 0.449; C 0.033; H 0.381; N -0.377; N -0.111; N -0.118; N 0.090; N -0.147; S -0.202

---

| no. | E_LUMO (Eh) |
| --- | --- |
| 1 | 0.0361 |
| 2 | -0.0608 |